[1]
{
  "formula": "C3H4N2O3",
  "method": "the ωB97M-V functional and the def2-TZVPD basis",
  "symbols": ["C", "C", "C", "H", "H", "H", "H", "N", "N", "O", "O", "O"],
  "coordinates": [[-1.34, -0.15, -1.11], [-0.13, -0.60, 0.92], [1.64, 0.76, -0.12], [-0.80, 0.83, -1.16], [-1.69, -1.65, 0.22], [0.53, 1.35, 1.36], [1.95, -0.08, -0.72], [-0.97, -1.00, -0.08], [0.46, 0.65, 0.65], [-2.22, -0.57, -1.84], [0.20, -1.28, 1.89], [2.37, 1.73, -0.02]],
  "smiles": "O=CNC(=O)NC=O",
  "relative_energy_kcal_mol": 11.8,
  "lumo_energy_ev": 0.31,
  "e_homo_ev": -10.91,
  "gap_ev": 11.221
}

[2]
{
  "formula": "C16H23N7O2Ru",
  "method": "the ωB97M-V functional and the def2-TZVPD basis",
  "symbols": ["Ru", "C", "C", "O", "C", "C", "C", "N", "N", "C", "O", "C", "C", "C", "C", "C", "C", "H", "H", "H", "H", "H", "H", "H", "H", "H", "H", "H", "H", "C", "N", "C", "C", "N", "N", "C", "N", "N", "H", "H", "H", "H", "H", "H", "H", "H", "H", "H", "H"],
  "coordinates": [[-5.00, 13.19, 12.07], [-7.85, 15.93, 13.68], [-6.59, 15.19, 13.36], [-6.63, 14.33, 12.36], [-5.53, 15.41, 14.24], [-4.19, 14.90, 14.32], [-3.18, 15.62, 15.15], [-3.84, 13.84, 13.59], [-2.70, 13.15, 13.84], [-2.41, 12.32, 12.84], [-3.17, 12.26, 11.80], [-1.16, 11.57, 12.92], [-0.44, 11.54, 14.16], [0.85, 10.98, 14.22], [1.40, 10.39, 13.08], [0.69, 10.31, 11.90], [-0.52, 10.92, 11.79], [-8.68, 15.51, 13.13], [-7.68, 17.03, 13.58], [-8.16, 15.95, 14.75], [-5.76, 16.08, 15.13], [-2.50, 14.83, 15.56], [-3.70, 16.08, 15.98], [-2.60, 16.42, 14.70], [-0.97, 12.00, 14.96], [1.44, 11.01, 15.14], [2.41, 9.98, 13.18], [0.98, 9.71, 11.07], [-1.03, 10.93, 10.86], [-8.15, 11.59, 8.77], [-7.35, 10.63, 9.50], [-7.39, 9.19, 9.14], [-6.36, 11.10, 10.35], [-6.02, 12.38, 10.48], [-5.71, 10.14, 11.18], [-5.50, 10.38, 12.51], [-5.22, 9.37, 13.31], [-5.66, 11.62, 12.99], [-8.78, 11.15, 7.97], [-7.50, 12.36, 8.24], [-8.79, 12.04, 9.54], [-7.91, 9.10, 8.21], [-7.83, 8.55, 9.85], [-6.39, 8.82, 8.94], [-6.48, 13.05, 9.86], [-5.84, 9.16, 11.04], [-4.70, 8.55, 13.04], [-5.35, 9.39, 14.34], [-5.55, 11.73, 13.99]],
  "s2": 6.040,
  "total_charge": 2,
  "lumo_energy_ev": [-6.26, -10.53],
  "multiplicity": 5,
  "e_homo_ev": [-12.50, -13.21],
  "gap_ev": [6.241, 2.679]
}

[3]
{
  "formula": "C9H14",
  "method": "the ωB97M-V functional and the def2-TZVPD basis",
  "symbols": ["C", "C", "H", "H", "H", "H", "H", "H", "C", "C", "C", "C", "C", "C", "C", "H", "H", "H", "H", "H", "H", "H", "H"],
  "coordinates": [[1.53, -2.53, -2.64], [2.08, -1.16, -2.13], [1.24, -3.38, -2.01], [0.82, -2.47, -3.37], [2.29, -2.94, -3.27], [2.13, -0.60, -3.06], [3.14, -1.10, -1.82], [1.51, -0.72, -1.43], [0.75, 1.85, 2.38], [-0.23, 1.43, 0.03], [-0.06, 1.05, 1.35], [-1.09, 0.84, -0.81], [-0.79, 0.03, 1.95], [-1.84, -0.20, -0.23], [-1.69, -0.64, 1.09], [0.28, 2.38, -0.36], [-1.16, 1.10, -1.95], [1.49, 2.48, 1.79], [1.62, 1.42, 2.96], [-0.71, -0.34, 3.01], [-2.55, -0.82, -0.71], [-2.17, -1.50, 1.37], [0.16, 2.45, 3.01]],
  "smiles": "Cc1ccccc1.CC",
  "relative_energy_kcal_mol": 45.1,
  "lumo_energy_ev": 1.03,
  "e_homo_ev": -9.04,
  "gap_ev": 10.068
}

[4]
{
  "formula": "C3H8N4O",
  "method": "the ωB97M-V functional and the def2-TZVPD basis",
  "symbols": ["C", "C", "C", "H", "H", "H", "H", "H", "H", "H", "H", "N", "N", "N", "N", "O"],
  "coordinates": [[1.13, 1.22, 0.25], [0.86, -1.18, -0.46], [-1.40, -0.23, -0.11], [0.33, 1.49, -0.50], [2.15, 1.73, 0.23], [0.44, 1.16, 1.35], [3.10, -0.52, 0.94], [1.34, -2.06, -0.74], [-3.42, 0.00, 0.31], [-2.68, -1.58, 0.43], [-2.02, 1.59, -0.80], [1.63, -0.15, -0.25], [-0.44, -1.23, -0.36], [-2.55, -0.54, 0.63], [-1.38, 0.77, -0.95], [2.92, -0.47, 0.02]],
  "smiles": "[H]/N=C(N)/N=C\\N(C)O",
  "relative_energy_kcal_mol": 114.7,
  "lumo_energy_ev": 0.66,
  "e_homo_ev": -8.51,
  "gap_ev": 9.162
}

[5]
{
  "formula": "C4H5N3",
  "method": "the ωB97M-V functional and the def2-TZVPD basis",
  "symbols": ["C", "C", "C", "C", "H", "H", "H", "H", "H", "N", "N", "N"],
  "coordinates": [[0.71, 1.27, 1.03], [0.17, 0.06, 0.31], [0.74, -1.23, 0.35], [-0.66, 0.05, -0.79], [-0.47, 2.30, 0.05], [1.31, 0.98, 1.82], [1.41, -1.77, 1.00], [-1.61, -1.60, -1.55], [-1.33, 0.76, -1.21], [0.34, 2.46, 0.67], [0.09, -2.04, -0.53], [-0.70, -1.25, -1.15]],
  "smiles": "[H]/N=C\\c1cn[nH]c1",
  "relative_energy_kcal_mol": 54.6,
  "lumo_energy_ev": 0.72,
  "e_homo_ev": -9.54,
  "gap_ev": 10.255
}

[6]
{
  "formula": "H13N4",
  "method": "the ωB97M-V functional and the def2-TZVPD basis",
  "symbols": ["N", "H", "H", "H", "H", "N", "H", "H", "H", "N", "H", "H", "H", "N", "H", "H", "H"],
  "coordinates": [[-0.94, -1.53, 1.07], [-1.66, -1.54, 1.86], [-0.33, -2.34, 1.01], [-1.52, -1.50, 0.19], [-0.34, -0.71, 1.19], [1.32, 0.21, 1.95], [1.40, 0.71, 2.84], [1.47, 1.00, 1.33], [2.18, -0.44, 2.09], [1.36, 1.28, -2.14], [1.98, 2.10, -2.27], [0.74, 0.84, -2.81], [1.50, 0.45, -1.50], [-1.73, 0.12, -0.91], [-2.60, 0.63, -0.71], [-1.98, -0.34, -1.94], [-0.96, 0.63, -1.06]],
  "relative_energy_kcal_mol": 38.2,
  "total_charge": 1,
  "lumo_energy_ev": -3.33,
  "e_homo_ev": -12.74,
  "gap_ev": 9.403
}

[7]
{
  "formula": "C9H13N4",
  "method": "the ωB97M-V functional and the def2-TZVPD basis",
  "symbols": ["C", "C", "C", "C", "C", "C", "C", "C", "C", "N", "N", "N", "N", "H", "H", "H", "H", "H", "H", "H", "H", "H", "H", "H", "H", "H"],
  "coordinates": [[0.38, -3.44, 2.90], [-0.77, -2.90, 3.58], [0.95, -2.86, 1.83], [-1.52, -1.96, 3.03], [0.27, -1.76, 1.24], [-1.05, -1.36, 1.80], [0.55, -0.20, -1.74], [-0.72, 1.93, -1.91], [1.65, 2.02, -1.51], [0.80, -1.19, 0.26], [0.55, -0.26, -0.50], [-1.61, -0.40, 1.16], [0.58, 1.28, -2.20], [0.91, -4.35, 3.36], [-1.16, -3.32, 4.58], [1.81, -3.24, 1.47], [-2.39, -1.64, 3.52], [0.51, -0.84, -2.66], [-1.39, 2.16, -2.83], [-1.37, 1.47, -1.18], [-0.61, 2.97, -1.45], [2.50, 1.89, -2.10], [1.49, 3.09, -1.21], [1.73, 1.47, -0.61], [-2.47, 0.02, 1.49], [0.92, 1.21, -3.11]],
  "smiles": "[H]\\N=C1/C=CC=C/C1=N/N=C/[NH+](C)C",
  "relative_energy_kcal_mol": 121.2,
  "total_charge": 1,
  "lumo_energy_ev": -4.05,
  "e_homo_ev": -11.66,
  "gap_ev": 7.603
}

[8]
{
  "formula": "C5H10O",
  "method": "the ωB97M-V functional and the def2-TZVPD basis",
  "symbols": ["C", "C", "C", "O", "C", "C", "H", "H", "H", "H", "H", "H", "H", "H", "H", "H"],
  "coordinates": [[1.81, -0.19, 0.46], [2.40, 0.29, -0.84], [-0.25, 0.25, -0.57], [0.35, -0.19, 0.50], [-1.74, 0.20, -0.41], [-2.44, -0.32, 0.84], [3.49, 0.25, -0.79], [2.13, 0.43, 1.31], [2.09, -1.23, 0.69], [2.05, -0.32, -1.68], [2.08, 1.31, -1.07], [-2.06, -0.36, -1.30], [-2.04, 1.23, -0.64], [-2.17, 0.26, 1.73], [-3.53, -0.25, 0.72], [-2.19, -1.37, 1.04]],
  "relative_energy_kcal_mol": 65.7,
  "lumo_energy_ev": 1.08,
  "e_homo_ev": -7.99,
  "gap_ev": 9.073
}